1.
The following is a DFT calculation (ωB97M-V/def2-TZVPD) of an isolated molecule of C2H3NO.

Calculated values
HOMO level   -10.168 eV
HOMO-LUMO gap   0.4106 Ha
Energy above the lowest of the compared OMol25 structures with the same formula, charge and spin   211.9 kJ/mol

Each line ends with the natural charge from an NBO analysis.
Cartesian coordinates (Å):
1 O -0.374 -1.030 0.698  -0.467
2 N -0.475 1.425 0.989  -0.683
3 C -0.231 0.300 0.541  0.563
4 C 0.257 -0.565 -0.546  -0.163
5 H -0.904 1.532 1.852  0.363
6 H -0.334 -0.891 -1.482  0.205
7 H 1.244 -0.589 -0.522  0.182


2.
The following is a DFT calculation (ωB97M-V/def2-TZVPD) of an isolated molecule of C26H30O8.

Calculated values
HOMO level   -8.582 eV
HOMO-LUMO gap   0.3257 Ha
Energy above the lowest of the compared OMol25 structures with the same formula, charge and spin   28.9 kJ/mol

Each line ends with the natural charge from an NBO analysis.
Cartesian coordinates (Å):
1 O 2.412 1.010 1.632  -0.556
2 O -5.060 0.191 1.980  -0.677
3 O 0.637 1.147 -0.854  -0.469
4 O 1.159 -4.806 1.659  -0.652
5 O 2.616 0.460 -1.432  -0.588
6 O -0.882 -1.281 -0.697  -0.508
7 O -2.804 3.534 1.150  -0.672
8 O -5.005 2.376 1.713  -0.647
9 C -2.382 2.334 0.757  0.467
10 C -4.980 -0.472 -1.541  -0.402
11 C 2.540 -1.569 0.650  0.076
12 C 0.171 -3.026 0.483  -0.320
13 C -4.601 -0.512 -4.059  -0.608
14 C -4.466 1.296 1.519  0.808
15 C -5.597 -0.705 -2.921  -0.386
16 C 3.794 -0.766 0.799  -0.563
17 C 1.273 -3.566 1.132  0.346
18 C 5.172 1.956 0.067  -0.406
19 C 1.610 0.223 -0.807  0.814
20 C -1.100 2.271 0.222  -0.333
21 C -3.952 -1.534 -1.162  -0.388
22 C 0.247 -1.760 -0.073  0.348
23 C 4.739 1.504 1.479  -0.511
24 C -1.358 -0.082 -0.179  0.228
25 C -0.581 1.077 -0.238  0.301
26 C 6.456 1.275 -0.407  -0.390
27 C 6.730 1.531 -1.890  -0.392
28 C -3.414 -1.345 0.265  -0.434
29 C -2.640 -0.063 0.367  0.043
30 C 3.521 0.625 1.357  0.644
31 C 1.438 -1.028 -0.030  -0.204
32 C 5.858 0.673 -2.800  -0.615
33 C 2.439 -2.815 1.241  -0.304
34 C -3.161 1.151 0.862  -0.321
35 H -3.113 -1.506 -1.857  0.208
36 H 7.292 1.650 0.189  0.201
37 H -4.149 0.476 -4.005  0.202
38 H 5.330 3.035 0.070  0.213
39 H 6.561 2.587 -2.109  0.195
40 H 4.365 1.753 -0.638  0.232
41 H -0.515 3.172 0.151  0.245
42 H -4.415 -2.521 -1.228  0.202
43 H -4.236 -1.375 0.971  0.241
44 H -3.742 3.463 1.449  0.513
45 H -5.103 -0.607 -5.019  0.209
46 H 6.044 0.919 -3.843  0.209
47 H 7.781 1.315 -2.101  0.198
48 H -4.511 0.515 -1.523  0.198
49 H -6.011 -1.715 -2.967  0.192
50 H 4.266 -0.631 -0.176  0.274
51 H 3.284 -3.221 1.782  0.206
52 H 1.983 -5.063 2.093  0.483
53 H 6.396 0.197 -0.244  0.187
54 H -0.740 -3.597 0.410  0.236
55 H -2.739 -2.172 0.487  0.222
56 H 6.085 -0.382 -2.656  0.195
57 H 4.472 2.368 2.089  0.233
58 H 4.502 -1.274 1.456  0.232
59 H -5.780 -0.475 -0.796  0.197
60 H -3.809 -1.255 -4.017  0.202
61 H 4.802 0.826 -2.597  0.223
62 H 5.553 0.968 1.967  0.215
63 H -6.423 -0.003 -3.055  0.200
64 H -5.887 0.443 2.424  0.507


3.
The following is a DFT calculation (ωB97M-V/def2-TZVPD) of a 2-piece molecular cluster, C4H10N overall.

Calculated values
HOMO level (alpha / beta)   -9.237 / -9.652 eV
HOMO-LUMO gap (alpha / beta)   0.3800 / 0.3333 Ha
Multiplicity   2
Energy above the lowest of the compared OMol25 structures with the same formula, charge and spin   129.4 kJ/mol

Each line ends with the natural charge from an NBO analysis.
Cartesian coordinates (Å):
1 N -4.180 0.106 0.051  -1.096
2 C 2.211 -0.263 0.254  -0.440
3 C 2.223 1.144 -0.405  -0.610
4 C 0.851 -0.900 0.247  -0.287
5 C -0.268 -0.231 0.001  -0.115
6 H -1.149 -0.767 -0.374  0.166
7 H -4.621 0.786 -0.547  0.365
8 H 2.886 1.844 0.099  0.213
9 H 2.902 -0.936 -0.281  0.212
10 H 2.358 1.107 -1.488  0.210
11 H 1.168 1.425 -0.221  0.215
12 H -4.691 -0.762 0.058  0.364
13 H 2.522 -0.146 1.305  0.218
14 H -3.188 0.026 -0.076  0.368
15 H 0.869 -1.949 0.537  0.218


4.
The following is a DFT calculation (ωB97M-V/def2-TZVPD) of a 2-piece molecular cluster, C3H4NO2S overall.

Calculated values
HOMO level (alpha / beta)   -4.313 / -3.022 eV
HOMO-LUMO gap (alpha / beta)   0.2776 / 0.1888 Ha
Energy above the lowest of the compared OMol25 structures with the same formula, charge and spin   421.3 kJ/mol
Charge   -1

Each line ends with the natural charge from an NBO analysis.
Cartesian coordinates (Å):
1 S 0.877 -0.145 2.669  1.685
2 O 0.707 1.279 2.982  -0.988
3 O -0.132 -0.982 3.355  -0.989
4 N -1.467 -1.689 -1.805  -0.416
5 C 0.936 -0.571 0.923  -0.817
6 C -0.295 0.484 -1.443  -0.566
7 C -0.945 -0.671 -1.576  0.214
8 H 0.380 0.969 -2.207  0.208
9 H 0.668 -1.597 1.004  0.217
10 H 1.519 0.035 0.209  0.227
11 H -0.439 1.117 -0.639  0.225


Result set for maximum force: 5.17 0.69 2.31 3.65 eV/A, one per record in the order listed.